Density functional theory data (the ωB97M-V functional and the def2-TZVPD basis) for a gas-phase ion, C33H34N (charge +1) at a distorted geometry.

Cartesian coordinates (Å):
H1 -3.55680 0.05997 -1.77719
C1 -1.82015 2.77324 -2.01538
H2 -5.26230 -2.20263 2.37036
H3 -1.69585 -2.62315 -4.15325
H4 -2.60253 -3.62272 1.36914
H5 -2.78320 4.57067 -2.69828
C2 -2.79929 -0.52740 2.79394
H6 -2.95273 1.06527 -3.09871
H7 0.75673 2.58484 -1.55576
C3 -0.83481 0.62991 -1.23807
H8 5.55318 -1.82943 4.19910
H9 -3.70391 -1.77942 -3.26076
C4 -2.41473 4.59232 -0.55002
H10 6.21424 -2.07462 2.58934
H11 0.53934 -1.01021 -1.01584
C5 4.11620 2.07791 -1.47190
H12 0.22104 -0.72922 -3.32292
H13 2.79275 1.16171 1.40462
C6 2.83961 0.11431 1.72392
C7 1.77750 -2.03931 1.93595
C8 -0.83375 -0.71377 1.42285
C9 0.43935 0.00366 -0.61766
C10 1.69961 2.05947 -1.43391
C11 2.92801 -2.52379 2.56532
H14 -4.62758 -1.93884 3.99115
H15 2.91424 -1.07129 -0.98883
C12 2.90055 2.75897 -1.56663
H16 5.07746 0.13969 -1.20199
H17 5.27823 -3.36259 3.37705
H18 4.90399 0.22977 2.33596
C13 -2.34607 -2.58468 1.59585
C14 -0.72728 -1.13161 -2.94084
H19 -3.56823 -0.53617 -4.53986
C15 4.13320 0.69008 -1.27860
H20 -1.26039 0.97226 2.72443
H21 2.91756 -3.53773 2.96424
C16 -1.32309 2.61546 0.33853
C17 1.70713 0.70907 -1.12328
C18 4.07683 -1.73957 2.65196
H22 -0.46427 -1.99641 -2.31903
C19 0.43440 -0.07454 0.86620
C20 1.71602 -0.70750 1.50920
C21 2.92319 0.01158 -1.13645
C22 -1.20859 -2.00138 1.02499
C23 -3.15519 -1.83271 2.45321
C24 -1.86311 3.88789 0.52559
H23 -1.33341 -1.09657 -4.98854
C25 -1.59158 -0.00384 2.35084
C26 5.34464 -2.28402 3.22293
C27 4.01764 -0.40287 2.24970
H24 -1.66907 2.41455 -3.03870
H25 0.93301 -2.71117 1.78089
H26 -1.85919 4.32930 1.52688
N1 -1.44534 -0.11392 -2.15356
C28 -1.37394 1.96537 -0.92192
C29 -4.41014 -2.39643 3.02504
C30 -1.69037 -1.53649 -4.05282
C31 -2.38070 4.03326 -1.83187
C32 -3.07001 -0.98744 -3.67500
C33 -2.83666 0.09023 -2.61162
H27 -2.85815 5.57619 -0.39402
H28 -0.57677 -2.56099 0.32114
H29 -0.85656 2.12969 1.18576
H30 5.06141 2.62597 -1.49415
H31 -4.32603 -3.47338 3.15119
H32 2.85785 3.83827 -1.71029
H33 -3.45067 0.08278 3.42660
H34 0.45752 0.96418 1.20380

Calculated values
SMILES	Cc1ccc(C(c2ccc(C)cc2)[C@@H](C(c2ccccc2)=[N+]2CCCC2)c2ccccc2)cc1
E_LUMO	-0.1490	Ha
total charge	+1
highest occupied orbital energy	-10.934	eV
energy above the lowest of the compared OMol25 structures with the same formula, charge and spin	0.00	kcal/mol

From a natural (NBO) analysis of the wavefunction, the atomic charges in e read: 0.2421, -0.1479, 0.2248, 0.2400, 0.2202, 0.2392, -0.1896, 0.2252, 0.2135, 0.5707, 0.2288, 0.2269, -0.1394, 0.2249, 0.2366, -0.2001, 0.2353, 0.2155, -0.1983, -0.2365, 0.0476, -0.3392, -0.2324, -0.1509, 0.2243, 0.2145, -0.2028, 0.2309, 0.2206, 0.2194, -0.1978, -0.2312, 0.2365, -0.2196, 0.2098, 0.2098, -0.0708, -0.0462, -0.0222, 0.2233, -0.2147, -0.0426, -0.1349, -0.2537, -0.0152, -0.2316, 0.2250, -0.2330, -0.6340, -0.2056, 0.2155, 0.2182, 0.2372, -0.3098, -0.2233, -0.6299, -0.4169, -0.2219, -0.4153, -0.2336, 0.2366, 0.2091, 0.2137, 0.2283, 0.2240, 0.2258, 0.2205, 0.2067